[1]
Below is a gas-phase ion, C7H11N2S (charge -1) in a non-equilibrium geometry, with properties calculated with the ωB97M-V functional and the def2-TZVPD basis.

Its spin multiplicity is 3. The LUMO energy (alpha / beta) is 3.65 / 3.08 eV. The total charge is -1. Its HOMO energy (alpha / beta) is 0.65 / -4.01 eV.

Last column: Mulliken spin population.
Element x y z (Å)
C  -1.21263  0.67500  -0.08461  0.05
C  -1.53931  0.98034  1.28738  0.15
C  0.15802  0.06533  -0.07245  0.96
C  -2.79778  1.63454  1.67411  -0.06
C  0.75671  -1.98437  -1.27868  0.05
C  2.58085  -0.21555  -0.80455  0.22
C  1.03361  -0.45152  -1.08951  -0.15
N  -0.52632  0.63103  2.08310  0.30
N  0.40869  0.08180  1.27224  0.15
S  -2.21628  0.90585  -1.50681  0.51
H  -3.56797  1.16875  1.09140  0.00
H  -2.99792  1.47614  2.72551  0.01
H  -2.78661  2.63051  1.40096  0.01
H  1.24289  -2.39187  -2.12213  -0.03
H  -0.35785  -2.06959  -1.65249  -0.02
H  1.06718  -2.61656  -0.39287  0.03
H  2.90510  -1.06285  -0.31578  0.01
H  2.74430  0.84049  -0.30622  -0.03
H  3.24511  -0.21173  -1.70714  -0.06
H  0.56695  0.05503  -1.94449  -0.01
H  1.29325  -0.14077  1.74304  -0.08

=====

[2]
Below is a single C18H19ClN2O2 molecule in a non-equilibrium geometry, with properties calculated with the ωB97M-V functional and the def2-TZVPD basis.

For the energy above the lowest of the compared OMol25 structures with the same formula, charge and spin, the calculation gives 20.2 kcal per mole. The LUMO energy is -0.51 eV. The structure (SMILES) is CCCCN(CC)C(=O)c1cc2cc3ccc(Cl)cc3nc2o1. The total charge is 0. Its HOMO energy is -8.43 eV.

Last column: Löwdin charge in e.
Element x y z (Å)
C  0.04204  2.94139  0.48808  -0.11
C  1.43656  3.14750  -0.09196  -0.26
C  2.05386  1.85755  -0.63243  -0.18
C  2.51131  0.91403  0.48636  -0.16
N  3.03442  -0.32951  -0.04031  -0.05
C  4.47686  -0.42194  -0.18688  -0.20
C  5.14617  -0.85663  1.11331  -0.07
C  2.29384  -1.35143  -0.52145  -0.39
O  2.80086  -2.33400  -1.04602  0.06
C  0.81211  -1.30175  -0.44900  -0.12
C  -0.01166  -2.10320  -1.18162  0.08
C  -1.34402  -1.75761  -0.81729  -0.12
C  -2.61986  -2.14504  -1.15958  0.06
C  -3.68854  -1.49591  -0.51903  -0.15
C  -5.03826  -1.81378  -0.79473  -0.03
C  -6.05924  -1.16839  -0.16248  -0.11
C  -5.76954  -0.16552  0.78239  -0.67
Cl  -7.08552  0.63185  1.56352  0.68
C  -4.48272  0.18002  1.08559  -0.04
C  -3.41035  -0.47537  0.44587  -0.21
N  -2.15975  -0.10074  0.77966  0.21
C  -1.19818  -0.72698  0.16525  -0.26
O  0.10254  -0.46932  0.37663  0.09
H  -0.62961  2.53777  -0.26616  0.07
H  0.05541  2.25135  1.32646  0.06
H  -0.36408  3.88892  0.83406  0.07
H  1.37377  3.87114  -0.90793  0.10
H  2.09410  3.56951  0.67173  0.11
H  2.91537  2.10014  -1.25983  0.11
H  1.32366  1.34427  -1.26109  0.11
H  3.31040  1.39212  1.05749  0.13
H  1.68795  0.71188  1.16893  0.11
H  4.67930  -1.16089  -0.96519  0.12
H  4.85838  0.55093  -0.50797  0.12
H  6.22203  -0.91429  0.97281  0.07
H  4.93729  -0.15229  1.91591  0.07
H  4.77953  -1.83693  1.40593  0.08
H  0.30700  -2.84049  -1.88915  0.13
H  -2.80521  -2.91770  -1.89164  0.13
H  -5.24746  -2.58449  -1.52224  0.12
H  -7.08842  -1.41235  -0.37346  0.10
H  -4.25237  0.94616  1.80743  0.11

=====

[3]
Below is 2 unconnected molecules or ions with the total composition C5H15N2 in a non-equilibrium geometry, with properties calculated with the ωB97M-V functional and the def2-TZVPD basis.

For the energy above the lowest of the compared OMol25 structures with the same formula, charge and spin, the calculation gives 91.1 kcal per mole. The LUMO energy is -6.92 eV. The total charge is +1. Its HOMO energy is -13.06 eV.

Last column: Löwdin charge in e.
Element x y z (Å)
C  -0.37549  -1.33289  0.16920  -0.19
C  -0.85415  -0.30259  -0.79298  0.12
C  -1.49602  0.89249  -0.37243  -0.13
C  -0.44494  2.13241  -0.10620  -0.16
C  0.39909  2.45269  -1.31773  -0.08
N  2.95165  -2.09490  1.28752  0.01
N  -1.53286  -1.74187  1.06300  0.07
H  0.00643  -2.16079  -0.44193  0.13
H  0.47384  -1.01464  0.79034  0.12
H  3.95853  -2.09778  1.28234  0.01
H  -0.85778  -0.45373  -1.86877  0.16
H  -2.05222  0.81633  0.56911  0.14
H  -2.11328  1.47879  -1.05945  0.14
H  -0.95250  3.02336  0.24039  0.12
H  0.09109  1.72234  0.76409  0.12
H  1.24589  3.13446  -1.19651  0.10
H  0.83507  1.48931  -1.58663  0.07
H  2.51195  -2.98036  1.08630  0.01
H  -0.24372  2.63263  -2.17705  0.09
H  2.62996  -1.84266  2.21392  0.01
H  -2.26273  -1.12223  0.71262  0.05
H  -1.91783  -2.63038  0.74085  0.09

=====

[4]
Below is a gas-phase ion, C9H16BN2O2 (charge +1) in a non-equilibrium geometry, with properties calculated with the ωB97M-V functional and the def2-TZVPD basis.

For the energy above the lowest of the compared OMol25 structures with the same formula, charge and spin, the calculation gives 9.0 kcal per mole. The LUMO energy is -3.53 eV. The structure (SMILES) is CC1=C[C@H](C)N(/C=C/[NH3+])C=C1B(O)O. The total charge is +1. Its HOMO energy is -10.74 eV.

Last column: Löwdin charge in e.
Element x y z (Å)
C  -2.82360  1.58267  -1.72545  -0.03
C  -1.63622  1.11516  -0.96167  -0.26
C  -1.86027  0.26315  0.05130  -0.01
C  -0.77337  -0.35855  0.86961  -0.34
C  -0.59366  0.10066  2.29336  -0.03
N  0.51539  -0.33282  0.13311  -0.07
C  1.39953  -1.33191  0.21213  -0.11
C  1.46506  -2.28607  1.16073  -0.07
N  2.30097  -3.58203  0.94442  0.20
C  0.69293  0.62475  -0.84179  -0.01
C  -0.32547  1.35265  -1.45569  -0.01
B  0.20506  2.58803  -2.34580  -0.51
O  1.57185  2.84014  -2.26613  0.13
O  -0.59969  3.06969  -3.41076  0.15
H  -2.97385  2.66025  -1.66356  0.10
H  -3.67532  0.98396  -1.33842  0.10
H  -2.77568  1.29991  -2.71160  0.06
H  -2.83939  -0.07205  0.43307  0.13
H  -1.06101  -1.47446  0.83009  0.16
H  0.07318  0.99860  2.12618  0.11
H  0.05164  -0.54994  2.97012  0.09
H  -1.54746  0.52241  2.70766  0.11
H  2.31833  -1.11555  -0.44660  0.17
H  0.79068  -2.23976  2.05151  0.11
H  2.58507  -3.97221  1.81891  0.15
H  3.09361  -3.18607  0.41607  0.16
H  1.88235  -4.21783  0.23985  0.18
H  1.77195  0.81449  -1.06977  0.14
H  1.80504  3.32187  -3.09441  0.13
H  -0.49989  3.88611  -3.86787  0.09

=====

Number 1: total energy -780.91748 hartree. Number 2: total energy -1417.52418 hartree. Number 3: total energy -308.64755 hartree. Number 4: total energy -637.15298 hartree.